one.
21
Properties=species:S:1:pos:R:3 method="wB97M-V/def2-TZVPD" gap_ev=9.9 lumo_energy_ev=0.63 mol_weight_da=119.16 smiles="C=CC[C@H](N)CO.O"
C 1.94754 2.98917 -0.12233
C 2.00228 1.71883 0.29586
C 1.15674 1.25417 1.47242
C -0.26346 0.74758 1.01593
N -1.21717 1.64618 1.70312
C -0.49053 -0.74672 1.25458
O -1.31860 -1.25215 0.17824
H 2.45073 3.12856 -1.08530
H 1.37911 3.85849 0.27696
H 2.66462 0.96152 -0.06844
H 1.14987 2.06963 2.24077
H 1.63763 0.38162 1.98222
H -0.29185 0.79409 -0.09840
H -2.00682 1.82104 1.09796
H -1.50147 1.21254 2.57377
H 0.31933 -1.48509 1.15398
H -0.97091 -0.80651 2.25399
H -2.23989 -0.97298 0.24585
O -0.98893 -4.85551 -4.81722
H -0.22535 -4.81670 -4.22857
H -1.59356 -4.25675 -4.36393


two.
21
Properties=species:S:1:pos:R:3 method="wB97M-V/def2-TZVPD" gap_ev=8.5 lumo_energy_ev=0.72 mol_weight_da=119.16 smiles="C=CCNC=C.O.O"
C -0.17964 -2.60442 0.05980
C 0.25338 -1.82432 -0.90608
C -0.43856 -0.86337 -1.76455
N 0.38918 0.39222 -1.77460
C 0.25005 1.28720 -0.73061
C 1.02922 2.36582 -0.69584
H 0.32814 -3.19690 0.82363
H -1.29411 -2.80356 0.10215
H 1.35981 -1.61875 -1.17063
H -0.38518 -1.24557 -2.81238
H -1.53111 -0.59139 -1.45968
H 0.96289 0.55163 -2.59517
H -0.28199 0.96033 0.22294
H 1.45342 2.78100 -1.68639
H 1.27648 2.88112 0.17144
O 0.77069 1.68576 2.53473
H 1.30257 1.98359 1.77835
H 1.02146 0.75923 2.57954
O -2.13066 -0.18124 2.10377
H -2.11522 -1.07267 2.44122
H -2.04081 0.35432 2.77837


What should be chosen as the least stable of them? Choose two.


one.
21
Properties=species:S:1:pos:R:3 method="wB97M-V/def2-TZVPD" gap_ev=10.7 lumo_energy_ev=0.81 mol_weight_da=119.16 smiles="CC[C@@H](C)NC=O.O"
C -0.48071 -2.49256 0.28768
C -0.94452 -1.11971 -0.16429
C -0.25059 0.14376 0.37911
C 0.77180 0.56383 -0.69487
N -1.28175 1.22654 0.28542
C -1.09156 2.35902 1.05125
O -0.15451 2.41104 1.81178
H -0.20967 -2.53931 1.40985
H -1.05304 -3.31556 -0.18845
H 0.55766 -2.63220 -0.09339
H -0.85945 -1.00319 -1.27544
H -2.00569 -1.15880 0.09408
H 0.14625 -0.12529 1.39268
H 1.14639 1.58136 -0.68955
H 0.35748 0.54620 -1.70653
H 1.55964 -0.19803 -0.67213
H -2.19597 0.96838 -0.02282
H -1.80619 3.20299 0.89022
O 2.69424 -2.12190 -2.11230
H 2.06106 -1.52472 -1.71205
H 3.49668 -1.58972 -2.14824


two.
21
Properties=species:S:1:pos:R:3 method="wB97M-V/def2-TZVPD" gap_ev=9.4 lumo_energy_ev=0.83 mol_weight_da=119.16 smiles=C[C@H](CO)[C@H](N)CO
C -1.51249 0.79432 -0.30251
C -0.50497 -0.29533 0.02952
C -0.73370 -0.78393 1.68505
O 0.21513 -1.80731 1.96228
C 0.94678 -0.00106 -0.11252
N 1.46918 1.09405 0.63871
C 1.10425 0.26115 -1.84178
O 0.52891 -0.77135 -2.61711
H -1.09738 1.80621 -0.29994
H -1.93448 0.63359 -1.29683
H -2.34612 0.81533 0.40710
H -0.74905 -1.24174 -0.45786
H -1.74695 -1.18801 1.78257
H -0.61764 0.04316 2.39263
H 0.07454 -2.11477 2.86894
H 1.55722 -0.89300 0.04667
H 1.89566 0.77328 1.50359
H 0.79889 1.83322 0.81580
H 2.18219 0.23920 -2.02724
H 0.77985 1.24438 -2.20015
H -0.30982 -0.44139 -2.97690


What should be chosen as the least stable of them? Choose two.